# 1
Molecular formula: C31H39N11OSSr
Method: DFT, ωB97M-V with the def2-TZVPD basis set

Output
LUMO: -4.9407 eV
frontier orbital gap: 0.30808 hartree
energy above the lowest of the compared OMol25 structures with the same formula, charge and spin: 46.4 kcal per mole
HOMO energy: -13.324 eV
total charge: +2

The geometry in XYZ format:
```
84
Properties=species:S:1:pos:R:3:forces:R:3:mulliken_charge:R:1
Sr 0.655 -0.660 0.279 -1.0 1.9 -1.3 1.908
C 1.991 -3.086 1.345 0.2 -0.3 0.2 -0.668
C 0.530 -3.361 0.851 0.0 -0.2 0.1 -1.849
C 0.345 -3.511 -0.656 0.2 -0.2 0.2 0.833
C 0.712 -4.717 -1.243 0.0 0.1 -0.2 -0.790
C 0.534 -4.879 -2.605 0.0 0.0 0.0 -0.568
C -0.007 -3.834 -3.341 0.0 0.0 0.0 -0.901
C -0.337 -2.668 -2.680 0.0 0.1 0.0 -0.295
N -0.168 -2.497 -1.365 0.1 -0.2 0.2 0.123
N 2.409 -1.694 1.593 -0.1 -0.2 0.1 0.506
C 3.796 -1.453 1.185 0.0 -0.1 0.0 -1.376
C 3.974 -1.433 -0.318 0.0 0.0 -0.1 0.295
C 5.215 -1.732 -0.862 0.0 0.0 0.0 -1.038
C 5.392 -1.630 -2.231 0.0 0.0 0.0 -0.474
C 4.319 -1.243 -3.019 0.0 0.0 0.0 -1.021
C 3.115 -0.977 -2.398 -0.1 0.1 0.0 -0.627
N 2.933 -1.061 -1.077 0.1 -0.3 0.3 0.873
C 2.148 -1.187 2.952 0.0 -0.2 0.2 -1.316
C 0.707 -1.266 3.438 0.2 -0.1 0.1 0.931
C 0.467 -1.821 4.687 -0.1 0.1 0.0 -0.890
C -0.827 -1.844 5.181 0.0 0.0 0.0 -0.678
C -1.849 -1.328 4.402 0.0 0.0 0.0 -0.938
C -1.525 -0.809 3.161 0.0 0.1 -0.1 -0.523
N -0.282 -0.759 2.684 0.3 -0.4 0.2 0.778
H 2.654 -3.488 0.577 0.0 0.0 0.1 0.617
H 2.157 -3.679 2.251 0.0 0.0 0.0 0.409
H -0.209 -2.672 1.276 0.1 -0.3 0.0 0.839
H 0.264 -4.322 1.290 -0.1 0.0 0.0 0.544
H 1.120 -5.516 -0.638 0.0 0.0 0.0 0.507
H 0.807 -5.809 -3.087 0.0 0.0 0.0 0.454
H -0.168 -3.920 -4.406 0.0 0.0 0.0 0.458
H -0.750 -1.823 -3.220 0.0 0.0 0.0 0.420
H 4.475 -2.195 1.624 0.0 0.0 0.0 0.486
H 4.091 -0.477 1.570 0.0 0.0 0.0 0.625
H 6.030 -2.032 -0.218 0.0 0.0 0.0 0.537
H 6.353 -1.849 -2.676 0.0 0.0 0.0 0.441
H 4.412 -1.149 -4.092 0.0 0.0 0.0 0.478
H 2.252 -0.668 -2.977 0.0 0.0 0.0 0.527
H 2.468 -0.141 2.980 0.0 0.0 0.0 0.408
H 2.752 -1.733 3.688 0.1 0.0 -0.1 0.358
H 1.284 -2.221 5.270 0.0 0.0 0.0 0.504
H -1.033 -2.263 6.156 0.0 0.0 0.0 0.430
H -2.875 -1.334 4.742 0.0 0.0 0.0 0.523
H -2.293 -0.399 2.513 0.0 0.0 0.0 0.285
N -5.641 2.026 -2.874 0.0 0.0 0.0 -0.119
C -4.249 1.807 -2.295 0.0 0.0 0.0 -0.022
C -3.425 3.061 -2.524 0.0 0.0 0.0 -1.395
C -2.020 2.857 -1.943 0.0 0.0 -0.1 -0.081
N -1.352 1.769 -2.673 0.0 0.0 0.0 -0.312
C -2.126 2.518 -0.458 0.0 0.0 0.1 -0.345
C -2.994 1.294 -0.162 0.0 0.0 0.0 -0.075
N -2.308 0.042 -0.508 0.2 -0.1 0.2 0.080
C -4.380 1.461 -0.821 0.0 0.0 0.0 -1.276
H -5.596 2.235 -3.873 0.0 0.0 0.0 0.391
H -6.096 2.818 -2.413 0.0 0.0 0.0 0.392
H -6.237 1.207 -2.745 0.0 0.0 0.0 0.377
H -3.826 0.977 -2.861 0.0 0.0 0.0 0.161
H -3.899 3.913 -2.025 0.0 0.0 0.0 0.453
H -3.357 3.294 -3.592 0.0 0.0 0.0 0.528
H -1.475 3.800 -2.039 0.0 0.0 0.0 0.561
H -0.468 1.585 -2.199 -0.1 0.0 0.0 -0.048
H -1.101 2.091 -3.603 0.0 0.0 0.0 0.323
H -2.561 3.378 0.059 0.0 0.0 0.0 0.393
H -1.131 2.367 -0.041 -0.1 0.0 0.0 -0.293
H -3.168 1.269 0.917 0.0 0.0 0.0 0.161
H -2.068 0.028 -1.496 0.0 0.1 0.0 0.093
H -2.902 -0.756 -0.306 0.0 0.0 0.0 0.290
H -4.903 2.278 -0.309 0.0 0.0 0.0 0.487
H -4.971 0.551 -0.683 0.0 0.0 0.0 0.453
O 0.846 1.447 -0.658 0.0 0.1 -0.2 -0.089
N 1.238 2.572 -1.165 0.0 0.0 0.0 -0.836
C 2.320 3.074 -0.655 0.1 0.1 0.1 0.692
C 2.997 2.385 0.407 0.1 -0.1 -0.1 0.034
N 3.485 1.771 1.247 0.0 0.0 0.1 -0.478
C 2.796 4.333 -1.145 0.0 0.0 0.0 -0.182
N 3.176 5.348 -1.522 0.0 0.0 0.0 -0.423
S -1.741 4.254 2.879 0.0 0.0 0.1 -0.172
C -0.136 4.592 2.403 0.0 0.0 -0.1 -0.175
C 0.634 3.488 2.582 0.0 0.0 0.1 -0.880
N -0.014 2.382 3.077 0.0 0.0 -0.1 -0.144
C -1.267 2.659 3.281 0.0 0.0 0.0 -0.217
H 0.162 5.564 2.048 0.0 0.0 0.0 0.475
H 1.696 3.439 2.400 0.0 0.0 0.0 0.621
H -1.975 1.959 3.703 0.0 0.0 0.0 0.455
```
Positions in Å, forces in eV/Å.

***

# 2
Molecular formula: C7H11N3
Method: DFT, ωB97M-V with the def2-TZVPD basis set

Output
SMILES: [H]/N=C/c1c(NC)ccn1C
LUMO: 0.7790 eV
frontier orbital gap: 0.29461 hartree
energy above the lowest of the compared OMol25 structures with the same formula, charge and spin: 18.7 kcal per mole
HOMO energy: -7.238 eV
total charge: 0

The geometry in XYZ format:
```
21
Properties=species:S:1:pos:R:3:forces:R:3:mulliken_charge:R:1
H 0.536 -3.474 -0.359 -0.6 -1.5 0.2 0.201
N 0.563 -2.501 -0.231 0.8 1.4 -0.5 -0.631
C -0.505 -1.873 0.062 -1.0 -2.4 1.3 -0.203
C -0.490 -0.485 0.201 1.2 1.6 -0.3 -0.200
C 0.651 0.376 0.120 2.1 -2.5 0.8 1.182
N 2.023 -0.002 0.367 -1.4 -1.8 -0.5 -0.317
C 3.149 0.719 -0.236 -1.1 -1.4 0.3 -0.950
C 0.214 1.656 0.104 -2.8 4.1 -0.1 -0.696
C -1.203 1.639 0.234 1.0 -2.3 0.2 -0.573
N -1.617 0.296 0.310 1.1 2.7 0.0 0.171
C -2.947 -0.058 -0.067 -1.6 -0.8 -1.8 -0.916
H -1.459 -2.414 0.424 1.0 0.7 -1.0 0.199
H 2.129 -1.024 0.221 -0.4 1.0 0.1 0.316
H 2.979 1.719 0.045 0.2 1.6 -0.4 0.331
H 4.064 0.402 0.278 -0.2 -0.1 -0.4 0.318
H 3.138 0.501 -1.315 0.6 0.6 0.2 0.293
H 0.719 2.656 -0.038 -0.2 -1.6 0.5 0.221
H -1.947 2.376 0.473 0.1 0.4 -0.4 0.357
H -2.965 -0.388 -1.210 -0.2 0.9 2.2 0.279
H -3.358 -0.912 0.490 0.4 0.2 0.0 0.310
H -3.672 0.791 0.127 1.1 -0.8 -0.4 0.308
```
Positions in Å, forces in eV/Å.

***

# 3
Molecular formula: C3H5P3
Method: DFT, ωB97M-V with the def2-TZVPD basis set

Output
LUMO (alpha / beta): -1.3011 / -1.3925 eV
frontier orbital gap (alpha / beta): 0.27390 / 0.23492 hartree
energy above the lowest of the compared OMol25 structures with the same formula, charge and spin: 116.1 kcal per mole
HOMO energy (alpha / beta): -8.754 / -7.785 eV
total charge: 0

The geometry in XYZ format:
```
11
Properties=species:S:1:pos:R:3:forces:R:3:mulliken_charge:R:1
C -0.998 0.002 0.685 1.4 1.5 0.9 0.364
C -1.553 -1.249 0.742 -0.9 -2.7 1.2 -0.106
C -0.025 0.047 -0.385 -1.4 5.0 -4.6 -1.237
P -3.036 -1.644 1.728 0.1 -1.0 -1.3 -0.070
P -2.662 -2.206 -0.241 -0.6 0.4 1.2 0.016
P -1.163 1.281 1.858 -0.9 -2.0 -0.4 0.010
H 0.067 -2.390 0.676 -1.5 1.1 0.4 0.137
H 0.745 -0.604 -0.354 2.7 -1.9 0.8 0.360
H 0.281 1.136 -0.500 0.4 -1.4 0.1 0.311
H -0.412 -0.145 -1.490 -0.1 0.1 2.2 0.240
H -0.178 1.991 1.241 0.7 1.0 -0.4 -0.025
```
Positions in Å, forces in eV/Å.

***

# 4
Molecular formula: C28H38N11O3PTi
Method: DFT, ωB97M-V with the def2-TZVPD basis set

Output
multiplicity: 2
LUMO (alpha / beta): -8.5178 / -8.7827 eV
⟨S²⟩: 0.756
frontier orbital gap (alpha / beta): 0.27349 / 0.26703 hartree
energy above the lowest of the compared OMol25 structures with the same formula, charge and spin: 14.9 kcal per mole
HOMO energy (alpha / beta): -15.960 / -16.049 eV
total charge: +3

The geometry in XYZ format:
```
82
Properties=species:S:1:pos:R:3:forces:R:3:lowdin_spin:R:1
Ti 0.801 0.877 -0.899 -0.4 0.1 -0.7 0.903
N 3.486 -0.387 -4.270 0.0 0.1 0.0 0.001
C 2.691 0.336 -3.502 -0.1 0.0 0.0 0.003
N 2.424 0.070 -2.246 0.0 -0.2 0.1 -0.003
C 3.055 -1.033 -1.656 0.1 0.1 0.2 -0.004
N 2.961 -1.218 -0.376 0.1 -0.1 -0.2 -0.004
N 2.234 -0.202 0.194 0.1 0.0 0.5 -0.014
C 2.453 0.071 1.430 0.2 -0.3 -0.4 0.045
C 1.904 1.319 1.905 -0.2 0.5 0.2 0.004
C 2.101 1.795 3.191 0.0 -0.1 -0.2 0.008
C 1.648 3.070 3.504 0.0 0.1 0.0 0.008
C 1.025 3.821 2.521 0.0 0.0 0.0 0.004
C 0.867 3.272 1.257 -0.1 -0.1 0.0 0.012
N 1.287 2.046 0.942 0.0 -0.1 0.2 0.000
C 3.841 -1.931 -2.480 0.0 0.0 -0.1 -0.001
C 4.409 -3.110 -1.986 0.0 0.0 0.0 0.000
C 5.190 -3.891 -2.811 0.0 0.0 0.0 0.000
C 5.426 -3.506 -4.133 0.0 0.0 0.0 -0.001
C 4.874 -2.346 -4.641 0.0 0.0 0.0 0.001
C 4.080 -1.570 -3.809 0.0 -0.1 0.1 -0.002
H 3.657 -0.090 -5.221 0.0 0.0 0.0 0.000
H 2.228 1.201 -3.960 0.0 0.0 0.0 0.000
H 3.133 -0.531 2.025 0.0 0.0 0.0 0.001
H 2.615 1.186 3.923 0.0 0.0 0.0 0.000
H 1.787 3.473 4.498 0.0 0.0 0.0 0.000
H 0.646 4.814 2.715 0.0 0.0 0.0 0.000
H 0.373 3.837 0.476 0.0 0.0 0.0 0.000
H 4.238 -3.386 -0.955 0.0 0.0 0.0 0.000
H 5.632 -4.802 -2.433 0.0 0.0 0.0 0.000
H 6.052 -4.119 -4.766 0.0 0.0 0.0 0.000
H 5.057 -2.047 -5.666 0.0 0.0 0.0 0.000
C 0.285 -2.489 -0.791 -0.1 0.0 0.1 0.002
O -0.059 -1.189 -1.310 0.2 0.1 0.0 0.004
C -0.687 -1.311 -2.594 0.0 0.0 0.0 0.000
C -1.321 0.006 -2.940 0.0 -0.1 -0.1 0.001
O -0.280 0.993 -2.835 0.1 0.1 0.1 0.001
C -0.748 2.327 -3.100 0.0 0.1 0.0 0.001
C 0.442 3.245 -2.930 0.0 0.0 -0.1 0.001
O 1.246 2.727 -1.852 0.0 0.0 0.2 0.007
C 2.476 3.467 -1.679 0.1 0.0 0.0 0.005
H -0.624 -3.084 -0.710 0.0 0.0 0.0 0.000
H 0.995 -2.988 -1.453 0.0 0.0 0.0 0.000
H 0.723 -2.352 0.191 0.0 0.0 0.0 0.000
H 0.063 -1.604 -3.336 0.0 0.0 0.0 0.000
H -1.454 -2.087 -2.555 0.0 0.0 0.0 0.000
H -1.708 -0.010 -3.961 0.0 0.0 0.0 0.000
H -2.120 0.262 -2.243 0.0 0.0 0.0 0.000
H -1.125 2.387 -4.122 0.0 0.0 0.0 0.000
H -1.557 2.567 -2.408 0.0 0.0 0.0 0.000
H 1.061 3.284 -3.830 0.0 0.0 0.0 0.000
H 0.118 4.260 -2.692 0.0 0.0 0.0 0.000
H 2.249 4.491 -1.383 0.0 0.0 0.0 0.000
H 3.052 2.968 -0.906 0.0 0.0 0.0 0.001
H 3.033 3.471 -2.617 0.0 0.0 0.0 0.000
N -2.300 4.579 2.263 0.0 0.0 0.0 -0.001
C -2.546 3.683 1.581 0.1 0.1 0.1 0.001
N -2.827 2.640 0.793 -0.2 -0.1 0.0 0.005
C -1.887 1.946 0.338 0.1 -0.1 -0.1 0.009
N -1.085 1.223 -0.143 0.2 0.3 0.0 0.001
C -4.890 -2.477 3.140 0.0 0.0 0.0 0.000
N -4.905 -1.054 2.549 0.0 0.0 0.0 0.000
C -4.664 -0.066 3.707 0.0 0.0 0.0 0.000
N -3.455 -0.371 4.380 0.0 0.0 0.0 0.000
C -3.489 -1.738 4.899 0.0 0.0 0.0 0.000
N -3.677 -2.717 3.831 0.0 0.0 0.0 0.000
C -2.519 -2.800 2.942 0.0 0.0 0.0 0.000
P -2.128 -1.199 2.068 -0.2 -0.1 0.1 0.000
C -3.876 -0.890 1.470 0.1 0.1 0.0 0.000
C -2.266 -0.103 3.572 0.0 0.0 0.0 0.000
H -5.030 -3.168 2.309 0.0 0.0 0.0 0.000
H -5.744 -2.528 3.815 0.0 0.0 0.0 0.000
H -5.831 -0.872 2.157 0.0 0.0 0.0 0.000
H -5.520 -0.177 4.373 0.0 0.0 0.0 0.000
H -4.653 0.934 3.273 0.0 0.0 0.0 0.000
H -4.310 -1.825 5.611 0.0 0.0 0.0 0.000
H -2.556 -1.949 5.420 0.0 0.0 0.0 0.000
H -2.685 -3.587 2.203 0.0 0.0 0.0 0.000
H -1.649 -3.103 3.529 0.0 0.0 0.0 0.000
H -4.127 -1.576 0.660 0.0 0.0 0.0 0.000
H -3.963 0.131 1.092 0.0 0.0 0.0 0.000
H -2.277 0.944 3.257 0.0 0.0 0.0 0.000
H -1.379 -0.240 4.193 0.0 0.0 0.0 0.000
```
Positions in Å, forces in eV/Å.